45
Properties=species:S:1:pos:R:3:forces:R:3:nbo_charge:R:1 method="wB97M-V/def2-TZVPD" gap_ev=2.76 total_charge=+4 energy_ev=-41032.5229 spin_multiplicity=1
H -0.977274 2.289309 -1.026003 -0.3 -0.1 -0.1 0.15
H -0.239650 4.682286 -0.157477 0.1 0.1 0.2 0.30
H 4.053888 0.316118 0.690696 0.4 -0.2 0.0 0.48
C -0.010429 0.144188 -2.337592 -0.7 -0.7 -1.1 0.23
H 2.730062 -1.391926 0.560746 0.0 -0.2 0.1 0.17
C -0.593108 0.323570 1.107724 0.5 -0.1 1.7 0.31
O -2.921994 -1.745398 2.498961 -0.8 -0.7 0.6 -0.37
C -0.139246 -2.074763 0.104122 1.0 0.3 0.2 -0.47
H -2.067466 -3.298644 -0.165361 -0.1 0.3 0.2 0.34
H 0.328594 -1.569401 -3.579652 -0.3 -0.1 0.0 0.28
C 1.639329 -0.414719 2.254101 0.1 0.2 0.7 -0.41
H 2.044726 0.036688 3.160576 0.0 -0.1 0.1 0.29
H -0.958528 -4.941019 -1.536406 0.7 -0.3 -0.2 0.49
C 0.074627 -0.514532 -3.690196 0.6 0.4 0.0 -0.67
H 0.857486 -0.054181 -4.299289 0.0 0.0 -0.1 0.26
H -2.508324 1.262731 0.776191 0.1 -0.1 0.0 0.28
C -0.930389 -0.745826 -0.023222 -1.6 -0.4 -0.6 0.28
H 0.825596 -2.095856 -0.399171 0.0 0.1 -0.1 0.27
F 1.318109 -0.012830 -1.694205 0.1 1.0 0.2 -0.41
H 0.141321 3.844426 1.396526 0.1 0.0 0.0 0.31
C -0.987590 -3.233673 -0.468888 0.3 -0.2 -0.1 0.17
H -1.630786 -1.179838 -2.018398 0.0 -0.1 0.1 0.29
H 1.005087 -1.233771 2.580667 0.0 0.0 0.0 0.26
H 1.390161 1.015196 0.586831 0.0 0.0 0.1 0.12
H -2.097105 3.317340 -0.170180 -0.1 -0.1 -0.1 0.33
Zr 1.504864 2.234288 -1.671678 -0.1 -0.6 0.4 1.88
N -0.495102 -4.088042 -1.173514 -1.1 0.0 0.0 -0.24
H -1.948214 0.438529 -1.479639 0.0 0.0 -0.1 0.29
C -2.212519 -1.149244 1.820193 0.6 0.8 -0.2 0.94
O 3.961726 -0.107376 1.552740 -0.4 0.0 0.2 -0.49
O -1.161825 -0.356630 2.209437 0.2 -0.1 -0.2 -0.48
C 0.844299 0.682056 1.517047 0.3 -0.6 -1.1 -0.40
C -0.075685 3.723783 0.337848 -0.4 -0.3 -1.0 -0.47
H -0.869928 -0.363539 -4.218525 -0.1 -0.2 0.0 0.30
O -2.240220 -1.089999 0.421838 0.2 -0.1 -0.2 -0.48
Cl -1.664586 2.389459 2.585886 0.0 0.1 0.2 0.21
H 0.046800 -2.353418 1.143410 -0.2 0.0 0.0 0.30
C 2.937121 -1.037258 1.574015 0.3 0.7 -0.8 -0.05
H 0.848554 1.556336 2.166265 -0.2 0.0 0.0 0.31
C -1.185297 2.727586 -0.028640 0.4 0.4 0.5 -0.45
C -1.515921 1.663706 1.017969 -0.4 -0.2 -0.9 -0.26
H 3.248088 -1.843676 2.249457 -0.2 -0.1 0.1 0.30
C -1.182822 -0.341088 -1.483947 0.7 0.6 0.3 -0.51
H 0.893365 3.332248 -0.104019 0.7 0.4 0.7 -0.04
H -0.079799 1.256807 -2.587243 -0.2 0.0 0.2 0.10

8
Properties=species:S:1:pos:R:3:forces:R:3:nbo_charge:R:1 method="wB97M-V/def2-TZVPD" e_above_lowest_kcal_mol=64.27 gap_ev="7.99 / 7.12" total_charge=0 energy_ev=-30232.5075 spin_multiplicity=1
C 0.236081 0.497350 -0.632379 1.2 -1.0 1.4 -0.19
Cl -1.383577 0.722756 -1.022731 0.0 -0.2 0.1 0.08
O 2.155508 -0.251841 0.402138 -1.6 -1.3 0.7 -0.57
Cl 0.470660 -1.678185 2.765931 0.5 -0.3 0.5 0.13
C 0.918433 -0.393088 0.402683 -0.2 2.5 -1.4 0.33
H 0.981471 1.182014 -1.009966 -0.3 0.2 -0.5 0.22
H -1.102501 -0.812399 1.302493 0.7 0.0 -0.4 0.23
C -0.012979 -0.939110 1.359897 -0.3 -0.1 -0.3 -0.22

61
Properties=species:S:1:pos:R:3:forces:R:3:nbo_charge:R:1 method="wB97M-V/def2-TZVPD" e_above_lowest_kcal_mol=1.36 gap_ev="7.02 / 7.95" total_charge=-1 energy_ev=-172410.5139 spin_multiplicity=2
Cl 4.191371 -0.551195 0.493631 0.1 0.1 0.1 -0.05
C -2.699683 -0.961009 1.072498 -0.1 0.0 0.0 0.13
H 4.640649 1.355465 -2.806493 0.0 0.0 0.0 0.23
H 2.322917 3.810163 1.292670 0.0 0.0 0.0 0.23
C -1.050221 3.328977 -3.584154 0.0 0.0 0.0 -0.20
C 1.378176 2.068135 0.480406 0.2 0.0 0.0 0.16
I -1.892877 -7.506451 -5.599449 0.0 0.0 0.0 0.12
H -1.077729 4.403101 -3.444611 0.0 0.0 0.0 0.21
H 3.555928 -2.769639 0.061869 0.0 0.0 0.0 0.25
C -2.300893 -3.950828 -3.162066 0.0 0.0 0.0 -0.15
N 1.263859 1.209465 -0.518772 0.1 0.0 0.1 -0.51
H -3.563152 -5.504009 -3.939721 0.0 0.0 0.0 0.22
C -1.279981 1.407981 -5.017271 0.0 0.0 0.0 -0.16
C -1.295927 2.792229 -4.848658 0.0 -0.1 0.2 -0.24
O 0.400237 -1.671827 -2.330838 -0.1 0.2 0.2 -0.70
C -0.784330 2.477819 -2.524209 0.0 0.0 0.0 -0.17
H -4.648389 -1.679129 1.580147 0.0 0.0 0.0 0.24
H 3.885841 3.998289 -0.639589 0.0 0.0 0.0 0.22
H 4.740944 3.117282 -2.726976 0.0 0.0 0.0 0.21
H 2.804686 -1.626501 -1.071369 0.0 0.0 0.0 0.25
H 1.028777 -3.692010 -3.664251 0.0 0.0 0.0 0.24
H -3.744273 -3.932478 2.235647 0.0 0.0 0.0 0.21
N -1.770252 4.344154 -6.856144 0.0 0.0 0.0 -0.38
C -3.032647 0.422076 0.538085 -0.1 0.1 0.2 0.77
H -0.994374 -0.482495 -4.115564 0.0 0.0 0.0 0.20
Cl 4.977755 -2.251228 -1.758081 0.1 0.0 -0.1 -0.07
C -3.078286 -3.153204 1.885502 0.0 0.0 0.0 -0.16
H 0.592471 -5.781805 -4.948157 0.0 0.0 0.0 0.22
C 3.716936 -1.894083 -0.555866 -0.1 -0.1 0.0 -0.38
C 2.287781 3.111108 0.471072 0.1 -0.1 0.0 -0.26
C -1.007674 0.586587 -3.932981 0.1 0.0 0.0 -0.24
C -0.740875 1.080361 -2.649720 0.0 -0.2 0.4 -0.38
C -3.594775 -1.912568 1.528981 0.1 0.0 0.1 -0.21
C 3.153468 3.200639 -0.604558 0.0 0.0 0.0 -0.15
C -2.558403 -5.108815 -3.878199 0.0 0.0 0.0 -0.26
N -1.410751 -1.220584 0.979413 0.0 -0.1 -0.4 -0.46
O 1.260967 -3.417801 1.326968 0.0 -0.1 -0.1 -0.67
Ti -0.454888 -0.167182 -0.742276 -0.4 -0.2 -0.4 1.60
O -2.035904 0.946647 -0.098835 0.0 -0.1 -0.2 -0.77
C -1.715596 -3.414295 1.768944 0.0 0.0 0.0 -0.21
H 1.989321 0.548627 -2.321303 0.0 0.0 0.0 0.24
H 3.513734 2.343321 -3.735228 0.0 0.0 0.0 0.23
C -1.510561 -5.755387 -4.515708 0.0 0.0 0.0 -0.13
C 2.118206 1.294866 -1.544241 0.0 0.0 0.1 0.10
C 0.575890 -2.479268 0.940865 0.1 0.2 0.2 0.76
C -0.903195 -2.405412 1.282823 -0.1 0.0 0.1 0.12
C -1.561390 3.652661 -5.959333 0.0 0.1 -0.2 0.31
Br 0.279766 1.814482 1.992473 0.0 0.0 0.0 0.15
C -1.009089 -3.443665 -3.089585 0.0 -0.1 -0.1 -0.15
C 3.101531 2.264657 -1.630526 0.0 0.0 0.0 -0.04
H -1.478111 0.987619 -5.996078 0.0 0.0 0.0 0.21
H -0.622955 2.932601 -1.549414 0.0 0.0 0.0 0.18
H -3.096150 -3.424877 -2.651116 0.0 0.0 0.0 0.24
O -4.122563 0.917257 0.750977 0.0 0.0 0.0 -0.63
C -0.215260 -5.263907 -4.449643 0.0 -0.1 0.0 -0.26
C 4.053101 2.275048 -2.789608 0.0 0.0 0.0 -0.63
O 0.954370 -1.458422 0.265690 0.0 0.0 0.0 -0.78
C 0.030371 -4.102821 -3.734698 0.0 0.1 0.0 -0.15
C -0.741523 -2.191757 -2.318725 0.2 0.2 -0.1 0.76
H -1.286211 -4.375509 2.013849 0.0 0.0 0.0 0.24
O -1.686112 -1.669238 -1.660196 0.0 -0.1 0.1 -0.72

13
Properties=species:S:1:pos:R:3:forces:R:3:nbo_charge:R:1 method="wB97M-V/def2-TZVPD" e_above_lowest_kcal_mol=89.97 gap_ev=10.24 total_charge=0 smiles="[H]/N=C/OC1CC1" energy_ev=-7795.7431 spin_multiplicity=1
H -1.878355 -1.521611 0.403995 -0.1 1.3 0.1 0.22
H -0.552083 -0.872272 1.423857 -0.1 0.8 -0.5 0.22
H -0.868791 -0.663807 -1.631221 0.2 0.0 -0.2 0.19
H -0.944326 1.940533 -0.079953 -0.1 -1.4 0.9 0.24
H 1.643694 -1.233574 0.200623 -0.1 0.2 0.0 0.14
O 0.674301 0.390059 -0.670501 0.4 0.2 -0.5 -0.50
C 1.700159 -0.152363 0.011228 0.2 0.1 -0.1 0.40
N 2.656343 0.618178 0.306699 -0.1 -0.4 -0.1 -0.66
C -0.632052 -0.136833 -0.713275 -0.1 0.4 -0.5 0.03
H -2.559400 1.222988 -0.284041 0.1 -1.0 -0.8 0.23
H 3.429976 0.103082 0.715780 -0.1 -0.1 0.1 0.34
C -1.502227 0.982919 -0.220080 0.2 -1.3 1.6 -0.40
C -1.167237 -0.677305 0.536889 -0.4 1.2 0.1 -0.44

10
Properties=species:S:1:pos:R:3:forces:R:3:nbo_charge:R:1 method="wB97M-V/def2-TZVPD" e_above_lowest_kcal_mol=63.14 gap_ev="8.48 / 7.58" total_charge=0 smiles="C/C(Br)=C/C#N" energy_ev=-75741.6214 spin_multiplicity=1
C 0.496697 -2.102628 -0.219947 2.5 6.2 1.4 -0.31
H -0.742046 0.257326 0.324977 -1.6 0.0 0.2 0.25
H 0.284979 1.127912 -0.761571 0.3 0.1 0.2 0.25
H 0.502568 1.382326 1.134365 -0.8 -1.6 -2.5 0.24
N 2.158877 -4.062683 -0.331987 -0.8 0.8 -0.3 -0.28
C 0.232895 0.638779 0.214194 1.6 1.8 2.2 -0.72
Br 2.480376 -0.763121 1.568542 -0.4 0.5 -0.7 0.14
H -0.426871 -2.010734 -0.761046 -0.1 -0.2 -0.2 0.22
C 1.386744 -3.190846 -0.374456 0.5 -0.3 0.9 0.20
C 1.073005 -0.561393 0.321508 -1.2 -7.3 -1.3 0.01